Below is a gas-phase ion, C2H8N3 (charge +1), with properties calculated with the ωB97M-V functional and the def2-TZVPD basis.

Calculated values
SMILES string: CNC(N)=[NH2+]
Energy above the lowest of the compared OMol25 structures with the same formula, charge and spin (eV): 1.080
Net charge: +1

Atoms and positions in Å:
H -0.44951 -0.35435 -2.22255
H 1.17921 -0.03472 1.52451
H -1.40407 0.82938 -1.11823
C 0.48293 -0.00442 -0.44991
H -1.05294 1.07441 2.00138
H -1.45762 -0.67178 1.82829
H 2.28844 -0.95969 -0.35584
H 1.78264 -0.46824 -1.89878
N 1.61562 -0.56302 -0.95525
H -1.77080 0.50431 0.70150
N -0.53340 0.29792 -1.33128
N 0.37901 0.09872 0.89153
C -1.05950 0.25147 1.38462



Below is a molecular structure, C2H8N3O, with properties calculated with the ωB97M-V functional and the def2-TZVPD basis.

Calculated values
Energy above the lowest of the compared OMol25 structures with the same formula, charge and spin (eV): 4.456
Net charge: +1

Atoms and positions in Å:
H 0.00586 2.54590 -0.31073
C -0.11415 0.66703 0.03947
H 0.61707 -1.30204 -0.72945
N 0.48465 1.78151 0.08342
H -1.47942 -1.52439 0.76252
H 0.87269 -1.37528 1.07077
H -2.78350 -0.91950 -0.00959
H 1.36401 2.02128 0.58382
N -1.34638 0.36271 -0.16191
H 2.74498 -0.99859 -0.83705
H -2.14248 1.07445 -0.34653
N -1.78796 -1.02375 -0.07895
O 2.40473 -0.45345 -0.18775
C 1.15989 -0.85588 0.12197



Below is a gas-phase ion, C2H8N3O2 (charge +1), with properties calculated with the ωB97M-V functional and the def2-TZVPD basis.

Calculated values
SMILES string: [H]/N=[N+](/NOC)OC
Energy above the lowest of the compared OMol25 structures with the same formula, charge and spin (eV): 10.228
Net charge: +1

Atoms and positions in Å:
C -1.90946 -1.48680 -0.59476
N 0.92632 -1.85832 -0.76690
H 1.89035 0.02589 -0.14684
H -1.69190 -1.51353 -1.74777
O -1.15721 -0.50759 -0.00735
N 0.17119 -0.60561 -0.33727
H 0.26829 -2.66386 -1.02290
H -1.63394 -2.52387 -0.32517
H 0.39125 3.25352 1.14628
O 0.41926 1.60109 0.14247
H 2.16873 2.63054 0.94381
H 1.07074 2.05025 2.18496
H -3.00241 -1.25204 -0.44593
N 0.96183 0.41167 -0.16863
C 1.12695 2.43866 1.14599



Below is a gas-phase ion, C2H8N3O2 (charge +1), with properties calculated with the ωB97M-V functional and the def2-TZVPD basis.

Calculated values
SMILES string: CON/[NH+]=C(/N)O
Energy above the lowest of the compared OMol25 structures with the same formula, charge and spin (eV): 4.182
Net charge: +1

Atoms and positions in Å:
H -0.52659 -3.01675 1.91204
C 0.74221 1.20254 -0.90631
O 0.22119 0.59069 -1.90865
N -0.79763 -0.06375 0.35316
N 0.19701 0.87412 0.28076
O -0.27645 -1.08392 1.49298
N 1.58572 2.15960 -1.16483
H 0.65497 1.12166 1.16744
C -0.85277 -2.30850 1.14024
H -0.35485 -2.63219 0.16765
H -1.95986 -2.12389 0.95299
H 1.78756 2.87091 -0.46572
H -0.40386 -0.19878 -1.58635
H 1.71859 2.30466 -2.19902
H -1.73524 0.30361 0.76363



Below is a molecular structure, C2H8N3S, with properties calculated with the ωB97M-V functional and the def2-TZVPD basis.

Calculated values
Energy above the lowest of the compared OMol25 structures with the same formula, charge and spin (eV): 2.437
Net charge: +1

Atoms and positions in Å:
N 1.37497 0.03118 0.44867
N 2.03280 -0.33887 -0.47437
H -1.39527 2.14166 0.67380
H -0.40401 -1.95982 -1.19997
H -0.02212 2.80477 -0.03144
N -0.38893 1.99810 0.49186
H -0.04030 -2.27281 0.52395
H -0.04399 0.81961 -1.29199
C -0.19931 0.72510 -0.22166
C -0.80605 -2.00531 -0.19536
S -1.51836 -0.40775 0.25693
H -1.61888 -2.72019 -0.15134
H 0.09087 1.93887 1.40365
H 2.93857 -0.75454 -0.23275



Below is 2 unconnected molecules or ions with the total composition C2H8N4, with properties calculated with the ωB97M-V functional and the def2-TZVPD basis.

Calculated values
⟨S²⟩: 0.75
Energy above the lowest of the compared OMol25 structures with the same formula, charge and spin (eV): 1.016
Net charge: -1
2S+1: 2

Atoms and positions in Å:
N -4.37603 -2.10477 1.40094
H 3.67868 3.83817 1.25961
H 3.57009 3.84120 -1.18016
N -4.37726 -3.51979 -0.41724
C 4.37417 3.30831 -0.69364
H -4.55521 -2.84885 -1.20555
H -4.91078 -4.19794 1.54264
C -4.54136 -3.27188 0.87092
H -3.95698 -1.51793 0.70609
H -4.35548 -4.55334 -0.77574
H 5.31376 3.14993 1.23719
N 5.04683 2.42501 -1.32291
H 4.57865 2.09955 -2.15297
N 4.51091 3.35233 0.73082



Below is a single C2H8N4 molecule, with properties calculated with the ωB97M-V functional and the def2-TZVPD basis.

Calculated values
SMILES string: C/C(=N/N)NN
Energy above the lowest of the compared OMol25 structures with the same formula, charge and spin (eV): 3.856

Atoms and positions in Å:
N 1.20340 -0.43068 0.49573
H -0.68684 2.16106 0.74918
N -0.36220 1.93693 -0.20320
H -1.60985 -1.95959 -0.65909
H 2.93270 0.54533 -0.02251
H -1.63775 0.38792 -0.74686
H 1.52507 0.77160 -1.06536
N -0.57302 0.53737 -0.50984
H 0.52096 2.30194 -0.29372
H -0.38050 -2.73727 0.63901
C -0.94410 -1.77464 0.39612
C -0.05208 -0.57820 0.07507
H -1.77665 -1.77496 1.14783
N 1.84086 0.61318 -0.00237



Below is a single C2H8N4 molecule, with properties calculated with the ωB97M-V functional and the def2-TZVPD basis.

Calculated values
SMILES string: CN/N=C\NN
Energy above the lowest of the compared OMol25 structures with the same formula, charge and spin (eV): 3.700

Atoms and positions in Å:
H -1.81618 -2.48268 0.79854
C 1.33993 0.57855 -0.47333
N 0.39688 1.55926 -1.06243
H -0.78982 -0.55857 -0.92068
N 0.80714 -0.44204 0.07417
C -0.79587 -2.03609 0.67863
H 0.14631 2.18286 0.79802
N -0.37888 2.19449 -0.00335
H -0.10228 -2.75853 0.23019
H -0.27033 -2.05940 1.71039
H 0.73432 2.17639 -1.70732
H 2.50180 0.80478 -0.31688
H -1.15907 1.48365 0.06884
N -0.61396 -0.64266 0.12521



Below is a molecular structure, C2H8N4O, with properties calculated with the ωB97M-V functional and the def2-TZVPD basis.

Calculated values
Energy above the lowest of the compared OMol25 structures with the same formula, charge and spin (eV): 4.361

Atoms and positions in Å:
N 0.65541 1.97714 0.06635
H -0.04085 0.39675 -2.31084
N 0.51437 0.04968 1.75432
N -1.45424 -0.75187 0.72105
O 0.03816 -1.50364 -1.66741
H 0.20057 -0.24902 2.66404
H 0.53786 2.70852 -0.63055
H 1.42335 0.01241 -1.26840
C 0.37404 -0.18157 -1.49497
H -1.30543 -1.66916 1.11794
H 1.10258 0.88636 1.72187
C -0.36986 0.08811 0.72803
N -0.28333 1.07411 -0.18396
H -1.94326 -0.79274 -0.16140
H 0.55062 -2.04508 -1.05608



Below is a single C2H8N4O molecule, with properties calculated with the ωB97M-V functional and the def2-TZVPD basis.

Calculated values
SMILES string: CN/C(=N/O)NN
Energy above the lowest of the compared OMol25 structures with the same formula, charge and spin (eV): 7.167

Atoms and positions in Å:
N -1.27853 0.04528 -0.01762
C 2.00172 -1.22688 0.16948
H 2.47077 -0.51654 1.05672
H -1.61998 0.99357 -0.00820
H 2.54074 -2.33112 0.29167
H 2.61448 -0.70343 -0.63500
H -3.12669 -0.89073 -0.54818
N -2.34017 -0.85215 0.06013
H 0.04174 -1.96464 0.54013
H 0.79336 3.04869 0.86179
N 0.55029 -1.34036 -0.11156
H -2.50163 -0.84315 1.03813
N 0.94895 0.96294 -0.37180
C 0.02865 0.03626 -0.28405
O 0.18015 2.33013 0.14704



Below is a molecular structure, C2H8N4O, with properties calculated with the ωB97M-V functional and the def2-TZVPD basis.

Calculated values
Energy above the lowest of the compared OMol25 structures with the same formula, charge and spin (eV): 4.969

Atoms and positions in Å:
H -1.82138 -1.39730 1.51712
N -0.63491 1.26174 -0.19312
C -0.50161 0.03922 -0.62949
N 2.48640 0.14488 1.06555
H -2.76264 -2.02212 0.16515
O 0.70614 -0.10491 -1.61883
N -0.96975 -1.11144 -0.38317
H 1.76461 1.86666 0.45058
H 0.77580 -1.06170 -1.77056
H -2.72136 -0.26852 0.49401
H 2.61542 0.64071 1.96017
C -2.13174 -1.19127 0.48658
H 1.53136 0.36167 -0.85440
H -0.34758 1.94143 -0.89224
N 2.01125 0.90095 0.20266



Below is a single C2H8N4O2S2 molecule, with properties calculated with the ωB97M-V functional and the def2-TZVPD basis.

Calculated values
E (eV): -33924.57981

Atoms and positions in Å:
N -0.31808 -0.04264 -0.57721
H 1.20864 -1.58664 -1.30434
N 1.29170 -1.69440 -0.26067
H -2.51707 -1.13042 -0.84238
S 2.20147 1.45029 0.02084
H 0.22456 2.58398 -0.42724
H 1.17024 2.24144 -1.89424
C 0.91512 1.98155 -0.91121
O -1.51493 0.75919 1.48254
N -2.76997 -0.61492 -0.05225
N 0.50589 -0.64915 0.25525
H 2.16704 -0.47997 1.66673
S -1.64342 0.58155 0.07031
C 1.27719 0.10823 1.13976
O -2.01058 1.70088 -0.68266
H 0.59708 0.62746 1.98182
H -2.60200 -1.30570 0.74901
H 0.84084 -2.54308 -0.09163